1.
The following is a quantum chemistry calculation of the molecule C3H7N3OS, from the OMol25 dataset.

Computed properties:
HOMO-LUMO gap (eV): 8.7
Energy (eV): -20573.740
SMILES string: CN(N)C(=S)/C=N\O
HOMO (eV): -8.5
Relative energy (zero: lowest compared OMol25 entry of this formula, charge and spin) (kcal/mol): 102.5

```
! wB97M-V def2-TZVPD RIJCOSX def2/J DEFGRID3
* xyz 0 1
C 1.408 -1.312 -0.417
N 0.366 -0.332 -0.140
N -0.982 -0.816 -0.222
C 0.579 0.787 0.468
S 2.150 1.255 0.682
C -0.597 1.613 0.998
N -1.704 1.919 0.427
O -2.131 1.490 -0.763
H 2.088 -1.368 0.474
H 2.116 -0.930 -1.313
H 0.854 -2.207 -0.785
H -0.885 -1.436 -1.038
H -1.155 -1.344 0.571
H -0.271 2.119 1.888
H -1.836 0.562 -0.829
*
```


2.
The following is a quantum chemistry calculation of a cluster of 2 separate species, CH2BrP in total, from the OMol25 dataset.

Computed properties:
HOMO-LUMO gap (alpha / beta) (eV): 8.8 / 6.0
Energy (eV): -80395.994
HOMO (alpha / beta) (eV): -10.4 / -9.2
Relative energy (zero: lowest compared OMol25 entry of this formula, charge and spin) (kcal/mol): 88.2

```
! wB97M-V def2-TZVPD RIJCOSX def2/J DEFGRID3
* xyz 0 1
C 0.090 0.454 -0.324
P -1.022 0.234 0.788
Br 1.330 -2.211 -0.614
H 0.590 -0.154 -1.084
H -0.987 1.677 1.235
*
```


3.
The following is a quantum chemistry calculation of the molecule C4H8N2O, from the OMol25 dataset.

Computed properties:
HOMO-LUMO gap (eV): 10.5
Energy (eV): -9304.661
SMILES string: NC(=O)CN1CC1
HOMO (eV): -9.5
Relative energy (zero: lowest compared OMol25 entry of this formula, charge and spin) (kcal/mol): 39.9

```
! wB97M-V def2-TZVPD RIJCOSX def2/J DEFGRID3
* xyz 0 1
N 1.162 -1.665 -0.990
C 0.225 -0.886 -1.608
O -0.119 -1.056 -2.763
C -0.292 0.293 -0.790
N -0.541 -0.038 0.604
C -0.674 1.098 1.493
C 0.528 0.235 1.554
H 1.425 -2.511 -1.474
H 1.228 -1.665 0.015
H 0.433 1.122 -0.904
H -1.230 0.603 -1.256
H -0.542 2.092 1.065
H -1.450 1.024 2.250
H 1.463 0.650 1.174
H 0.636 -0.490 2.359
*
```


4.
The following is a quantum chemistry calculation of a structure of composition C22H53N3O7S7, from the OMol25 dataset.

Computed properties:
HOMO-LUMO gap (eV): 7.3
Energy (eV): -118281.119
HOMO (eV): -7.4

```
! wB97M-V def2-TZVPD RIJCOSX def2/J DEFGRID3
* xyz 0 1
C -4.296 1.372 2.753
S -2.636 2.074 2.178
O -2.502 3.333 3.056
C -1.662 0.780 3.053
H -5.184 1.652 2.186
H -4.236 1.708 3.788
H -4.250 0.284 2.711
H -0.588 0.942 2.966
H -1.903 -0.245 2.771
H -1.894 0.923 4.109
C -3.068 -5.381 -1.268
S -1.507 -4.547 -1.785
O -1.495 -4.640 -3.306
C -2.305 -2.823 -1.481
H -2.992 -6.466 -1.188
H -3.802 -5.033 -1.995
H -3.285 -4.980 -0.279
H -2.445 -2.623 -0.419
H -3.296 -2.734 -1.928
H -1.686 -2.048 -1.934
C 2.851 -3.351 1.636
S 1.155 -4.128 2.072
O 0.447 -3.145 3.048
C 0.390 -3.727 0.400
H 2.739 -2.447 1.037
H 3.594 -4.022 1.205
H 3.466 -3.059 2.487
H 0.300 -2.665 0.172
H -0.564 -4.226 0.230
H 1.095 -4.072 -0.356
C -0.337 2.943 2.075
S -1.289 4.220 1.166
O -0.405 5.470 1.093
C -0.826 3.501 -0.504
H 0.110 3.383 2.966
H 0.585 2.794 1.513
H -0.921 2.048 2.289
H 0.174 3.894 -0.688
H -1.530 3.745 -1.299
H -0.777 2.414 -0.452
C -1.179 0.470 -1.660
S -0.396 2.108 -2.160
O 0.694 1.940 -3.208
C -1.697 2.864 -3.255
H -1.507 -0.038 -2.567
H -2.024 0.685 -1.006
H -0.445 -0.103 -1.093
H -2.050 2.115 -3.963
H -1.415 3.844 -3.641
H -2.551 3.038 -2.600
C 0.084 -0.913 -3.026
S 1.675 -1.735 -3.496
O 1.394 -2.257 -4.876
C 1.769 -3.136 -2.310
H 0.091 -0.303 -2.122
H -0.763 -1.587 -2.894
H -0.103 -0.246 -3.867
H 2.331 -2.788 -1.443
H 2.337 -3.925 -2.803
H 0.827 -3.561 -1.965
C 3.350 3.671 -0.068
S 2.179 2.492 -0.969
O 1.039 2.241 -0.030
C 1.658 3.418 -2.461
H 2.921 4.671 0.006
H 4.297 3.444 -0.558
H 3.416 3.310 0.958
H 2.465 3.884 -3.027
H 0.934 4.160 -2.127
H 1.097 2.938 -3.263
C 2.087 0.275 -1.573
C 2.108 -0.512 -0.317
N 2.136 -1.118 0.637
H 1.957 -0.459 -2.368
H 3.040 0.786 -1.707
H 1.225 0.917 -1.388
C 0.023 0.147 0.641
C -0.379 -1.042 -0.090
N -0.858 -1.938 -0.685
H -0.792 0.516 1.264
H 0.335 1.028 0.079
H 0.835 -0.151 1.303
N 0.392 -0.552 4.120
C 0.978 0.606 4.511
C 1.919 0.941 3.488
C 1.975 -0.148 2.659
C 0.970 -0.960 2.941
H -0.233 -1.061 4.728
H 0.734 1.219 5.367
H 2.498 1.848 3.395
H 2.719 -0.246 1.882
H 0.675 -1.914 2.530
*
```


5.
The following is a quantum chemistry calculation of a cluster of 2 separate species, C2H7BrOSi in total, from the OMol25 dataset.

Computed properties:
HOMO-LUMO gap (eV): 10.8
Energy (eV): -82154.236
SMILES string: [SiH3]Br.CC=O
HOMO (eV): -10.1
Relative energy (zero: lowest compared OMol25 entry of this formula, charge and spin) (kcal/mol): 20.9

```
! wB97M-V def2-TZVPD RIJCOSX def2/J DEFGRID3
* xyz 0 1
Si 3.710 -1.306 -0.117
Br 5.056 0.403 0.119
H 2.781 -0.621 -1.131
H 3.170 -1.908 1.227
H 4.874 -2.360 -0.334
C -2.687 0.849 -0.057
C -1.467 0.650 0.881
O -0.611 -0.185 0.706
H -2.858 1.880 -0.290
H -3.656 0.383 0.478
H -2.613 0.351 -0.993
H -1.438 1.397 1.704
*
```


6.
The following is a quantum chemistry calculation of a structure of composition C34H58B3ClN6O4, from the OMol25 dataset.

Computed properties:
HOMO-LUMO gap (eV): 8.7
Energy (eV): -67888.364
HOMO (eV): -8.7

```
! wB97M-V def2-TZVPD RIJCOSX def2/J DEFGRID3
* xyz 0 1
C -4.447 -2.240 4.681
C -3.908 -1.469 3.491
C -4.668 -1.011 2.438
C -4.104 -0.285 1.410
C -2.756 0.004 1.335
C -2.149 0.776 0.163
C -3.173 1.601 -0.675
C -0.966 1.699 0.553
C -1.991 -0.499 2.394
O -0.614 -0.326 2.445
C 0.086 -1.215 1.557
B 0.220 -2.686 2.168
O 1.255 -2.950 3.069
B 1.407 -4.299 3.314
Cl 3.024 -5.007 3.525
O 0.297 -5.115 3.397
B -0.387 -4.934 2.185
C -0.796 -6.131 1.240
C -1.611 -5.686 -0.008
C -2.443 -6.889 -0.549
N -3.641 -6.490 -1.296
O -0.720 -3.635 1.797
C -2.553 -1.193 3.436
H -5.517 -2.089 4.844
H -4.217 -3.304 4.526
H -3.866 -1.947 5.564
H -5.737 -1.225 2.412
H -4.766 0.048 0.614
H -1.730 0.022 -0.524
H -4.169 1.686 -0.235
H -3.247 1.237 -1.704
H -2.799 2.626 -0.765
H -0.084 1.065 0.675
H -0.734 2.320 -0.322
H -1.152 2.328 1.428
H -0.432 -1.271 0.587
H 1.089 -0.803 1.379
H -1.332 -6.905 1.807
H 0.155 -6.560 0.883
H -2.273 -4.836 0.175
H -0.877 -5.454 -0.791
H -1.837 -7.508 -1.221
H -2.762 -7.517 0.293
H -4.189 -5.834 -0.745
H -3.385 -5.972 -2.132
H -1.919 -1.549 4.249
C 3.948 2.776 2.122
C 3.672 4.235 1.773
C 2.303 4.433 1.120
C 2.210 3.775 -0.182
N 2.140 3.255 -1.203
H 3.980 2.150 1.227
H 4.908 2.678 2.625
H 3.175 2.385 2.789
H 4.460 4.612 1.118
H 3.712 4.829 2.687
H 2.112 5.500 0.984
H 1.520 4.055 1.782
C 5.273 -1.594 -0.133
C 5.101 -2.339 1.186
C 4.529 -1.459 2.300
C 5.434 -0.371 2.670
N 6.142 0.487 2.956
H 5.992 -0.779 -0.041
H 5.638 -2.272 -0.905
H 4.323 -1.176 -0.474
H 6.062 -2.756 1.495
H 4.424 -3.182 1.031
H 4.341 -2.073 3.184
H 3.566 -1.045 1.994
C 4.626 7.075 6.186
C 5.745 6.111 5.809
C 6.687 6.674 4.741
C 6.012 6.886 3.462
N 5.481 7.053 2.458
H 3.973 7.282 5.336
H 4.011 6.648 6.979
H 5.030 8.023 6.547
H 5.312 5.169 5.465
H 6.331 5.884 6.702
H 7.514 5.978 4.588
H 7.125 7.614 5.084
C -1.338 0.971 -4.806
C -2.337 1.579 -5.785
C -2.659 3.043 -5.483
C -3.340 3.204 -4.200
N -3.862 3.329 -3.185
H -1.735 0.952 -3.789
H -1.108 -0.058 -5.090
H -0.403 1.534 -4.797
H -3.255 0.986 -5.782
H -1.923 1.516 -6.794
H -3.300 3.441 -6.273
H -1.744 3.638 -5.490
C -3.293 -2.431 -9.061
C -3.605 -2.114 -7.603
C -4.973 -1.452 -7.412
C -5.043 -0.134 -8.041
N -5.084 0.904 -8.530
H -3.236 -1.523 -9.663
H -2.332 -2.940 -9.139
H -4.056 -3.082 -9.492
H -2.820 -1.473 -7.194
H -3.588 -3.043 -7.028
H -5.174 -1.341 -6.344
H -5.760 -2.093 -7.815
*
```